[1]
A 2-piece molecular cluster, C3H11NO3 overall in a non-equilibrium geometry. Source: the Open Molecules 2025 dataset; level of theory: ωB97M-V/def2-TZVPD.

Cartesian coordinates (Å):
O 1.001 2.004 1.966
C 1.577 0.904 1.287
C 0.914 0.716 -0.209
N -0.439 0.499 -0.255
C -1.168 1.208 -1.308
O -2.722 0.988 -1.270
H 0.330 1.829 2.612
H 2.562 0.981 1.098
H 1.435 -0.097 1.887
H 1.229 1.637 -0.758
H 1.392 -0.017 -0.734
H -0.912 0.529 0.661
H -0.993 2.297 -0.995
H -0.857 0.838 -2.241
H -2.816 0.352 -1.911
O -0.531 -5.029 -0.195
H 0.053 -5.431 0.462
H -0.055 -4.211 -0.098

Calculated values
- gap between HOMO and LUMO (eV) = 9.278
- LUMO level (eV) = 0.561
- energy relative to the best compared isomer or geometry (same formula, charge and spin) (kcal per mole) = 84.56
- E (hartree) = -401.278306
- structure (SMILES) = OCCNCO.O
- charge = 0

=====

[2]
A 2-piece molecular cluster, C3H11NO3 overall in a non-equilibrium geometry. Source: the Open Molecules 2025 dataset; level of theory: ωB97M-V/def2-TZVPD.

Cartesian coordinates (Å):
O 0.633 0.292 2.582
C -0.725 0.522 2.260
C -1.242 -0.568 1.294
N -0.666 -0.381 -0.004
C -0.530 -1.583 -0.794
O 0.340 -1.520 -1.936
H 0.839 -0.638 2.466
H -1.356 0.604 3.140
H -0.853 1.496 1.812
H -0.762 -1.428 1.789
H -2.313 -0.670 1.452
H 0.195 0.111 0.200
H -0.152 -2.311 -0.038
H -1.460 -1.879 -1.256
H 0.926 -0.760 -1.879
O 2.660 2.993 -3.772
H 2.187 3.487 -3.113
H 2.279 2.232 -4.203

Calculated values
- gap between HOMO and LUMO (eV) = 9.731
- LUMO level (eV) = 0.504
- energy relative to the best compared isomer or geometry (same formula, charge and spin) (kcal per mole) = 62.05
- E (hartree) = -401.314177
- structure (SMILES) = OCCNCO.O
- charge = 0

=====

[3]
A 2-piece molecular cluster, C3H11NO3 overall in a non-equilibrium geometry. Source: the Open Molecules 2025 dataset; level of theory: ωB97M-V/def2-TZVPD.

Cartesian coordinates (Å):
O -2.082 -1.907 0.950
C -0.716 -1.697 0.520
C -0.571 -0.355 -0.201
N -0.220 0.763 0.692
C 0.367 1.908 0.066
O -0.518 2.740 -0.666
H -2.617 -2.222 0.217
H -0.206 -1.791 1.453
H -0.443 -2.415 -0.259
H 0.349 -0.470 -0.769
H -1.434 -0.206 -0.850
H -1.030 0.980 1.266
H 0.904 2.465 0.840
H 1.062 1.587 -0.668
H -1.261 3.005 -0.117
O 2.721 -0.699 -1.182
H 3.362 -1.361 -0.909
H 2.334 -0.326 -0.384

Calculated values
- gap between HOMO and LUMO (eV) = 10.131
- LUMO level (eV) = 0.767
- energy relative to the best compared isomer or geometry (same formula, charge and spin) (kcal per mole) = 46.24
- E (hartree) = -401.339362
- structure (SMILES) = OCCNCO.O
- charge = 0

=====

[4]
A 3-piece molecular cluster, C3H11NO3 overall in a non-equilibrium geometry. Source: the Open Molecules 2025 dataset; level of theory: ωB97M-V/def2-TZVPD.

Cartesian coordinates (Å):
N -1.859 -1.249 1.932
C -1.155 -0.458 0.875
C -0.404 0.714 1.540
C 1.068 0.589 1.254
O 1.600 -0.068 0.387
H -2.621 -0.656 2.243
H -2.328 -2.090 1.614
H -0.478 -1.050 0.272
H -2.020 0.070 0.424
H -0.561 0.926 2.615
H -0.771 1.642 1.100
H 1.729 1.048 1.977
O 2.204 0.870 -1.933
H 1.903 0.247 -1.234
H 2.706 0.354 -2.571
O -1.315 -0.200 -2.919
H -0.587 -0.249 -2.289
H -1.232 -1.026 -3.392

Calculated values
- gap between HOMO and LUMO (eV) = 10.194
- LUMO level (eV) = 0.735
- energy relative to the best compared isomer or geometry (same formula, charge and spin) (kcal per mole) = 50.77
- E (hartree) = -401.332143
- structure (SMILES) = NCCC=O.O.O
- charge = 0

=====

[5]
A 3-piece molecular cluster, C3H11NO3 overall in a non-equilibrium geometry. Source: the Open Molecules 2025 dataset; level of theory: ωB97M-V/def2-TZVPD.

Cartesian coordinates (Å):
C 0.427 -2.004 -1.256
N -0.162 -0.707 -0.898
C 0.606 0.438 -1.483
C 0.720 1.479 -0.382
O 0.111 2.506 -0.556
H -0.351 -2.757 -1.138
H 0.839 -2.128 -2.266
H 1.264 -2.176 -0.580
H -1.053 -0.658 -1.374
H 0.075 0.822 -2.346
H 1.623 0.108 -1.710
H 1.391 1.272 0.461
O -1.672 1.245 2.029
H -1.709 0.842 1.155
H -2.397 1.859 2.171
O 0.141 -0.316 2.991
H -0.704 0.075 2.683
H 0.849 0.102 2.500

Calculated values
- gap between HOMO and LUMO (eV) = 10.317
- LUMO level (eV) = 0.701
- energy relative to the best compared isomer or geometry (same formula, charge and spin) (kcal per mole) = 52.51
- E (hartree) = -401.329369
- structure (SMILES) = CNCC=O.O.O
- charge = 0

=====

[6]
A 2-piece molecular cluster, C3H11NO3 overall in a non-equilibrium geometry. Source: the Open Molecules 2025 dataset; level of theory: ωB97M-V/def2-TZVPD.

Cartesian coordinates (Å):
N 0.010 1.387 0.200
C -0.468 0.353 -0.745
C -1.408 -0.562 0.037
O -2.695 0.149 0.176
C 0.645 -0.462 -1.402
O 1.791 -0.762 -0.584
H -0.820 1.891 0.467
H 0.533 2.042 -0.383
H -1.055 0.753 -1.573
H -1.695 -1.439 -0.552
H -1.093 -0.949 1.002
H -3.289 -0.316 -0.428
H 0.171 -1.381 -1.752
H 1.083 0.072 -2.245
H 1.860 -1.693 -0.480
O 1.963 -0.049 2.169
H 1.055 -0.031 2.487
H 1.962 0.134 1.220

Calculated values
- gap between HOMO and LUMO (eV) = 10.531
- LUMO level (eV) = 0.574
- energy relative to the best compared isomer or geometry (same formula, charge and spin) (kcal per mole) = 44.08
- E (hartree) = -401.342805
- structure (SMILES) = NC(CO)CO.O
- charge = 0

=====

[7]
A 3-piece molecular cluster, C3H11NO3 overall in a non-equilibrium geometry. Source: the Open Molecules 2025 dataset; level of theory: ωB97M-V/def2-TZVPD.

Cartesian coordinates (Å):
C -0.345 -1.885 0.237
N -0.739 -0.630 0.515
C -2.031 0.098 0.349
C -1.796 1.537 0.651
O 0.879 -2.116 0.074
H -1.101 -2.765 0.081
H 0.109 -0.002 0.415
H -2.698 -0.214 1.236
H -2.543 -0.334 -0.618
H -2.683 2.079 0.782
H -1.180 2.039 0.014
H -1.204 1.515 1.589
H 2.782 -1.577 -0.037
H 3.970 -1.011 -1.045
O 3.319 -0.818 -0.289
H 1.850 2.186 -1.397
H 1.967 0.624 -1.052
O 1.445 1.274 -1.504

Calculated values
- gap between HOMO and LUMO (alpha / beta) (eV) = 10.222 / 5.389
- spin multiplicity = 2
- LUMO level (alpha / beta) (eV) = -4.609 / -9.408
- energy relative to the best compared isomer or geometry (same formula, charge and spin) (kcal per mole) = 29.85
- E (hartree) = -401.004381
- charge = +1

=====

[8]
The molecule C3H11NO3P2. Source: the Open Molecules 2025 dataset; level of theory: ωB97M-V/def2-TZVPD.

Cartesian coordinates (Å):
C 0.721 1.274 1.781
N -0.324 1.224 0.752
C -1.290 0.131 0.906
P -0.488 -1.556 0.942
C 0.760 -1.552 -0.429
P 0.544 -0.619 -1.954
O 1.125 -1.262 -3.132
O -1.045 -0.363 -2.038
O 1.166 0.815 -1.653
H 0.476 0.648 2.642
H 0.861 2.294 2.135
H 1.680 0.933 1.382
H -0.824 2.102 0.727
H -2.018 0.203 0.104
H -1.832 0.214 1.859
H -1.502 -2.279 0.282
H 1.732 -1.277 -0.018
H 0.845 -2.587 -0.772
H -1.229 0.417 -2.579
H 0.641 1.239 -0.936

Calculated values
- gap between HOMO and LUMO (eV) = 9.519
- LUMO level (eV) = 0.427
- E (hartree) = -1084.171511
- structure (SMILES) = CNCPCP(=O)(O)O
- charge = 0